[1]
C39H42CrNO5P2S2 | the ωB97M-V functional and the def2-TZVPD basis

```
92
Properties=species:S:1:pos:R:3:forces:R:3:lowdin_charge:R:1
C -0.057 0.678 -3.937 0.029 -0.010 -0.019 -0.070
H -3.942 0.296 1.625 0.018 0.049 -0.003 0.063
H -0.413 1.676 -3.676 0.000 -0.007 0.003 0.090
H -1.600 -2.226 3.151 -0.007 0.000 -0.008 0.107
S 1.958 1.438 -0.905 0.044 0.062 -0.079 0.450
H -2.556 3.607 0.626 0.002 -0.009 -0.007 0.075
H 1.977 4.338 -1.030 -0.007 0.002 0.003 0.091
C -3.379 1.687 0.056 0.000 0.012 0.040 -0.348
H -1.989 -2.531 -1.889 0.001 0.004 -0.001 0.036
H 3.329 -2.227 2.656 -0.009 -0.017 -0.011 0.127
C -1.216 -0.295 -4.144 -0.008 -0.023 0.009 -0.352
C 5.145 1.351 2.701 -0.015 -0.004 -0.010 -0.069
C 3.161 2.404 1.838 -0.038 -0.069 0.072 -0.352
H -1.705 0.010 -5.075 0.021 0.006 -0.018 0.128
H -0.337 7.525 0.649 -0.002 -0.004 0.001 0.105
H 0.802 -3.904 0.601 0.006 0.003 0.006 0.047
C -3.616 -0.521 -3.591 0.042 -0.020 -0.052 -0.063
H -5.525 0.736 -1.134 0.014 0.008 -0.001 0.111
C 3.970 1.275 1.974 0.034 0.014 -0.002 -0.085
H 5.773 0.475 2.802 -0.003 0.009 -0.001 0.106
H -2.026 -4.071 -0.986 0.004 0.000 -0.001 0.067
C -4.940 -2.102 2.635 -0.001 -0.022 -0.016 -0.084
H 1.162 6.672 -1.120 -0.004 -0.011 0.008 0.106
H -4.391 2.102 0.098 -0.009 0.012 -0.028 0.126
H 5.009 4.609 3.620 0.000 -0.007 -0.001 0.105
H -0.670 -4.443 1.442 -0.016 -0.001 -0.009 0.063
H -0.177 -2.094 -3.510 -0.041 0.020 -0.042 0.037
H 3.671 0.347 1.503 -0.012 0.002 0.014 0.082
C -3.763 -2.189 0.538 -0.021 -0.066 -0.014 -0.093
C -2.539 -2.207 2.609 -0.002 0.035 0.009 -0.094
C 3.535 3.603 2.433 0.005 -0.007 -0.020 -0.068
H -0.011 -1.730 -5.224 -0.021 -0.004 -0.007 0.081
C -0.708 -1.719 -4.382 0.030 -0.011 0.008 -0.062
C 1.334 4.723 -0.247 -0.024 0.020 -0.039 -0.088
H -0.516 -3.488 -1.735 -0.007 -0.006 0.002 0.043
C 4.518 -3.551 1.471 0.036 -0.028 -0.030 0.020
C 3.544 -2.616 1.668 -0.078 0.122 0.044 0.014
C -0.039 -3.583 1.216 -0.013 -0.006 0.015 -0.219
N 5.832 -5.021 -0.013 0.204 -0.187 -0.042 -0.363
H -5.737 -0.536 -3.253 0.023 0.007 0.009 0.095
C 4.790 -4.027 0.177 -0.111 0.098 0.001 -0.153
C -2.344 -0.200 -3.119 0.005 0.031 0.073 -0.137
H 4.320 -3.947 -1.894 -0.006 0.003 0.002 0.132
H 5.096 -3.939 2.298 0.004 0.000 0.000 0.122
C 2.778 -2.109 0.577 0.206 -0.010 -0.349 -0.368
C -0.357 5.680 1.741 0.004 0.031 -0.018 -0.076
C 0.102 4.373 1.796 0.008 -0.014 0.025 -0.112
H 0.363 -3.168 2.140 0.004 0.004 -0.009 0.050
H 2.914 4.483 2.330 0.003 -0.006 0.003 0.102
C -4.635 0.415 -1.667 0.015 -0.020 0.031 -0.067
C 5.519 2.551 3.295 0.004 0.007 0.004 -0.079
H 6.439 2.609 3.862 -0.007 0.001 -0.007 0.105
C -2.548 -2.241 1.215 -0.012 -0.009 -0.008 -0.365
H -1.395 2.550 -0.185 -0.016 0.006 -0.019 0.046
H -3.699 -0.934 -4.592 0.007 0.002 0.015 0.113
P -0.983 -2.318 0.305 -0.006 -0.048 0.166 0.953
H -3.112 1.748 2.203 0.003 -0.004 -0.016 0.086
H -5.870 -2.050 3.186 0.010 0.001 -0.005 0.105
C 0.949 3.895 0.802 -0.005 -0.023 0.026 -0.406
H -3.712 -2.111 4.397 0.000 0.000 -0.011 0.106
O 1.898 -1.212 0.762 -0.261 -0.043 0.608 -0.266
C 3.077 -2.622 -0.722 -0.021 -0.008 0.114 -0.112
H 0.611 0.347 -3.147 -0.020 0.027 -0.033 0.013
C 4.090 -3.567 -0.907 0.049 0.005 -0.007 0.060
C -4.762 -0.277 -2.860 -0.068 -0.015 -0.007 -0.100
H -2.653 3.359 -1.124 -0.002 -0.007 0.003 0.092
O 1.267 -1.550 -1.838 -0.363 0.488 0.311 -0.086
C 0.871 6.030 -0.300 0.006 -0.008 -0.005 -0.069
H -1.023 6.049 2.511 0.005 0.001 -0.006 0.107
H 2.682 -2.548 -2.833 -0.087 -0.018 -0.007 0.149
O -1.015 0.414 -1.234 0.329 0.066 0.219 -0.285
O 6.446 -5.398 0.969 -0.058 0.049 -0.004 0.069
H -2.201 0.471 1.413 0.052 -0.025 -0.009 -0.003
C -2.436 2.870 -0.172 0.030 -0.012 0.067 -0.051
H 0.523 0.750 -4.861 -0.021 0.006 -0.008 0.083
C -3.395 0.745 -1.136 0.192 -0.005 -0.061 -0.136
H -1.530 -2.399 -4.616 0.000 -0.002 0.013 0.079
H -3.795 -2.179 -0.544 0.006 0.000 0.010 0.099
C 4.717 3.674 3.161 -0.001 -0.010 -0.004 -0.076
Cr 0.386 -0.277 -0.151 0.479 -0.631 -1.108 0.294
C -1.430 -3.189 -1.224 -0.008 0.018 -0.016 -0.213
S 0.340 0.980 1.851 -0.261 0.272 0.285 0.438
C -3.729 -2.138 3.315 -0.004 0.003 -0.002 -0.076
C -4.954 -2.126 1.248 -0.013 -0.036 0.014 -0.078
H -5.892 -2.084 0.710 0.007 0.005 0.006 0.110
O 6.038 -5.427 -1.143 -0.049 0.050 0.022 0.067
C 2.305 -2.206 -1.855 0.088 -0.166 -0.139 -0.152
C 0.028 6.507 0.694 -0.004 -0.019 0.025 -0.074
C -2.215 0.299 -1.798 -0.316 -0.120 -0.043 -0.271
H -0.212 3.717 2.600 -0.001 0.001 -0.020 0.095
P 1.621 2.222 0.904 0.066 0.118 0.075 0.236
C -3.144 1.005 1.401 -0.033 0.103 0.025 -0.065
```
Positions in Å, forces in eV/Å.

2S+1 = 4
highest occupied orbital energy (spin up / spin down) = -7.461 / -7.540 eV
HOMO-LUMO gap (spin up / spin down) = 6.88 / 6.92 eV

[2]
C39H42FN4O3S2V | the ωB97M-V functional and the def2-TZVPD basis

```
92
Properties=species:S:1:pos:R:3:forces:R:3:lowdin_charge:R:1
H -3.332 1.495 -5.148 0.483 0.070 -0.030 0.113
V 0.000 0.000 0.000 -1.405 0.365 1.090 0.753
H 2.770 -1.570 2.320 -0.193 0.579 -0.379 0.139
C -1.408 0.766 -2.514 -0.905 -0.316 0.203 -0.377
H -0.727 -1.393 0.775 1.006 -1.118 -0.992 0.121
H -2.845 -0.511 -3.639 0.263 0.122 0.215 0.103
H -3.220 -2.606 2.764 -0.259 0.568 0.269 0.104
H -4.890 -2.041 3.136 0.349 0.061 -0.353 0.076
H 0.425 5.002 -1.484 -0.003 0.021 -0.018 0.117
N -0.152 -0.279 2.036 -1.429 -5.811 1.921 -0.276
H -1.733 -0.340 -5.823 0.076 0.309 0.316 0.129
C 2.692 2.583 -2.234 -0.142 -0.998 0.770 -0.009
C 0.272 2.931 -0.883 0.849 4.295 3.074 -0.160
C 0.874 1.674 -0.931 3.628 -1.299 8.310 -0.291
F 2.670 4.876 -2.786 0.816 1.386 -0.801 0.009
H -0.017 3.712 -3.411 -0.335 -0.629 -0.904 0.094
C 2.031 -0.944 -1.044 3.386 -2.698 -0.881 -0.537
H -1.771 3.639 5.233 -0.252 0.008 -0.273 0.074
C -3.994 -1.188 1.352 -0.002 0.163 -0.633 -0.235
C 4.368 -1.352 -1.991 0.915 0.242 0.729 -0.253
H 5.446 -2.584 -4.974 -0.009 0.022 0.032 0.087
C 1.908 -0.926 2.104 -0.732 -0.013 2.481 -0.050
H -3.256 2.003 -2.643 0.314 -0.195 0.092 0.107
C -1.777 -0.241 -3.644 0.110 0.078 -0.435 -0.068
H -6.125 -1.473 1.191 -0.069 -0.045 0.054 0.087
N -1.649 0.201 -1.187 -1.139 -0.925 1.604 -0.032
H 1.435 -1.891 -3.617 0.168 0.042 0.216 0.103
C -2.838 -0.741 0.699 -2.610 -1.166 -1.549 -0.100
N 2.600 -0.505 0.055 0.437 -1.399 -0.566 0.032
C -0.315 2.980 -4.193 -0.142 0.335 -0.214 -0.107
H -1.206 -1.187 -3.512 -0.220 0.549 0.118 0.129
H 2.988 -2.640 -5.367 0.021 0.048 0.070 0.087
H -0.669 3.056 -0.356 0.267 0.126 -0.003 0.065
C 0.116 1.058 -2.622 -3.058 -3.417 -4.831 -0.119
C -1.393 -0.127 2.530 -0.740 0.206 5.145 -0.553
H -2.023 2.127 -6.204 -0.112 -0.185 0.412 0.109
C 0.460 1.661 -4.002 0.116 0.596 0.005 -0.220
H 0.636 -0.281 -4.993 -0.284 0.498 -0.086 0.104
O 4.960 -0.911 -0.831 -0.257 -0.460 -1.358 0.018
H 1.282 -1.725 4.764 0.095 0.129 -0.044 0.082
H 2.542 0.514 -1.635 0.166 2.421 -0.790 0.068
S -2.362 4.023 2.384 0.107 -0.438 0.107 0.526
C 0.880 4.018 -1.512 0.368 -0.362 0.453 -0.040
H -4.259 0.197 -2.255 0.180 0.161 -0.335 0.079
C -1.755 -0.502 3.820 1.048 -0.487 1.721 -0.135
H -1.050 -1.383 5.661 -0.015 0.018 0.016 0.090
N 1.680 -0.214 1.065 3.788 -1.218 -3.990 -0.083
C -2.317 2.708 5.049 -0.060 0.065 0.322 -0.130
H -7.452 -0.941 -0.699 0.462 0.216 -0.356 0.066
H -2.225 2.097 5.953 0.178 -0.271 -0.297 0.084
C 0.727 -0.845 2.881 2.311 -0.380 -1.773 -0.283
H -6.846 0.498 -1.598 -0.021 -0.593 0.003 0.077
C -4.141 -0.178 -1.258 -0.788 -0.375 0.886 -0.006
C -3.897 -1.726 2.749 -0.948 -0.412 0.079 -0.060
H -3.492 -0.943 3.423 -1.724 -1.939 -1.559 0.020
C -1.830 2.702 -4.101 0.008 0.133 -0.125 -0.281
S -1.005 1.436 1.639 0.951 11.097 -0.148 1.065
C 5.252 -1.782 -2.986 -0.326 -0.221 -0.561 -0.036
C -2.888 -0.231 -0.608 1.911 1.078 -2.368 -0.210
C 0.063 0.665 -5.110 -0.061 -0.157 -0.002 -0.113
H 0.426 1.768 -1.823 -5.491 0.284 -9.584 -0.076
H 0.695 0.118 -2.477 -1.160 1.341 -1.022 0.104
H -6.575 -1.164 -2.256 -0.182 0.400 0.387 0.075
H -3.385 2.890 4.891 0.231 0.242 -0.176 0.076
H 1.552 1.862 -4.060 -0.756 -0.256 -0.033 0.134
C -2.239 1.695 -5.202 -0.034 0.032 -0.033 -0.133
C -5.304 -0.624 -0.613 0.778 0.008 0.332 -0.304
C -2.162 2.115 -2.711 -0.009 0.379 -0.370 -0.058
O 0.838 -1.127 -1.374 -1.117 -1.088 1.779 -0.106
C 4.761 -2.248 -4.203 -0.084 0.175 0.420 -0.116
C -5.227 -1.128 0.692 0.265 0.174 -0.353 -0.053
H 0.312 1.089 -6.108 -0.069 -0.150 0.409 0.114
H -1.864 2.836 -1.918 -0.236 -0.613 -0.576 0.119
O -1.749 1.973 3.979 0.280 0.894 -0.022 -0.250
H -2.771 -0.351 4.165 1.584 0.760 0.839 0.083
H -2.386 3.654 -4.240 0.198 -0.418 0.035 0.132
C -1.450 0.377 -5.022 0.019 -0.103 -0.176 -0.296
C -1.728 2.498 2.731 -0.985 1.812 -0.125 -1.071
C -0.789 -1.081 4.652 0.377 0.047 -0.214 -0.089
C 2.504 -1.851 -3.424 0.281 0.079 0.348 -0.014
C 2.085 3.833 -2.182 -1.210 -0.915 0.909 -0.344
H -2.105 0.313 1.839 -1.681 -1.943 1.476 0.007
C 3.387 -2.279 -4.424 -0.311 0.156 0.365 -0.112
H -0.070 3.424 -5.183 -0.107 -0.176 0.336 0.118
H -1.888 -0.791 1.217 -1.349 -2.063 -2.150 -0.010
C -6.622 -0.556 -1.329 -0.413 0.038 -0.249 -0.087
C 0.500 -1.274 4.169 -1.331 -0.167 1.983 -0.085
C 2.082 1.498 -1.604 5.536 2.736 0.580 -0.124
H 6.320 -1.751 -2.800 -0.127 0.060 0.107 0.104
C 2.969 -1.380 -2.178 0.899 -0.369 0.163 -0.048
H 3.633 2.463 -2.762 0.016 -0.011 -0.068 0.115
H 4.195 -0.620 -0.274 -0.350 0.176 0.626 0.043
```
Positions in Å, forces in eV/Å.

2S+1 = 3
charge = -2
highest occupied orbital energy (spin up / spin down) = -0.115 / 0.023 eV
HOMO-LUMO gap (spin up / spin down) = 4.57 / 4.41 eV

[3]
C39H42IrN6O4SSb | the ωB97M-V functional and the def2-TZVPD basis

```
94
Properties=species:S:1:pos:R:3:forces:R:3:lowdin_charge:R:1
H 3.224 0.495 9.516 0.003 0.003 0.002 0.127
H 2.906 1.511 6.135 -0.004 0.010 -0.026 0.057
H -6.933 -0.442 1.387 -0.003 0.002 0.001 0.132
C 2.055 0.322 7.736 0.001 0.021 -0.005 -0.322
O -8.569 1.168 -0.076 -0.010 0.038 -0.028 0.163
N 4.723 -0.804 -1.072 0.064 -0.009 -0.008 0.203
H -8.325 1.063 0.850 0.014 0.006 0.034 0.113
H -0.247 5.249 -2.506 0.000 0.005 0.003 0.130
H -1.202 -0.752 7.702 -0.003 -0.005 -0.004 0.097
H 1.355 2.914 6.690 0.011 0.006 -0.003 0.063
H -1.471 -4.265 3.434 0.002 -0.008 0.000 0.116
N -0.814 -2.072 -2.049 -0.055 0.000 0.063 -0.124
C 3.182 0.700 6.815 0.002 -0.013 0.020 -0.068
C -1.773 -2.982 -1.831 -0.021 -0.009 -0.025 -0.127
C 3.781 -0.796 0.094 0.033 -0.008 0.029 -0.022
C -3.681 -0.253 0.442 -0.018 0.039 -0.019 -0.617
C -7.532 1.070 -0.912 -0.037 -0.138 -0.001 -0.469
C -0.386 2.084 4.597 0.013 0.021 -0.024 -0.343
H -0.845 5.334 5.342 0.001 0.001 0.000 0.128
H 0.247 -4.114 -5.801 0.000 -0.001 0.008 0.127
C -0.265 -3.231 -4.052 0.026 -0.005 -0.020 -0.344
O 2.272 -0.487 -1.702 -0.050 -0.003 -0.078 0.006
H -2.110 3.160 1.878 0.002 0.004 -0.003 0.106
H 0.441 4.379 7.018 -0.004 0.000 0.001 0.095
H -3.949 0.212 6.255 -0.001 0.003 -0.004 0.098
H 4.051 1.034 7.378 -0.001 0.015 -0.003 0.093
C -0.007 -0.523 9.464 -0.001 0.004 -0.023 -0.047
H -0.236 2.809 7.436 0.001 -0.006 0.003 0.096
H -1.424 0.030 -3.228 0.015 0.009 -0.010 0.059
C -3.126 -3.053 4.079 0.024 0.004 0.011 -0.059
C -6.201 0.612 -0.353 -0.027 0.050 0.018 -0.072
C -0.885 4.406 4.786 0.007 0.006 0.008 -0.012
C 0.781 -0.003 7.262 -0.067 -0.006 -0.010 -0.348
C -0.055 -2.177 -3.137 0.053 0.003 -0.036 -0.075
H 0.591 4.524 -0.243 0.006 0.009 0.002 0.118
H -3.872 -3.800 3.844 -0.011 -0.015 -0.004 0.120
C 2.253 0.245 9.109 0.027 -0.015 0.008 -0.013
H -1.792 1.261 -4.364 0.006 0.002 0.003 0.126
C -1.599 3.191 2.832 -0.007 0.004 0.003 -0.078
H -2.384 -2.881 -0.948 0.003 0.001 0.010 0.075
H -4.565 -1.674 4.859 -0.011 0.001 0.004 0.126
O 1.430 -0.632 0.368 -0.041 0.003 -0.079 -0.158
C -0.841 -2.360 4.189 -0.021 -0.005 -0.022 -0.144
C -6.066 -0.149 0.809 0.007 -0.012 -0.001 0.014
H 0.729 -1.444 -3.275 -0.014 -0.001 0.003 0.101
H 5.184 -1.704 -1.206 -0.001 0.011 0.007 0.180
S -2.182 -0.885 0.972 0.035 -0.007 0.083 0.764
H -1.232 3.564 -4.017 -0.001 0.005 -0.006 0.130
H 0.392 2.138 0.364 0.008 -0.012 0.008 0.100
H -1.095 1.112 2.807 -0.003 -0.034 -0.031 0.053
H -2.324 0.880 6.267 -0.017 -0.011 0.018 0.055
O -7.639 1.299 -2.079 0.027 0.048 0.006 0.168
C -2.590 -0.867 4.997 -0.054 0.041 0.012 -0.298
H 3.863 -1.729 0.646 0.000 0.010 0.001 0.146
H 5.447 -0.088 -1.013 -0.008 -0.005 0.006 0.180
C 0.053 2.502 -0.599 -0.032 0.023 -0.048 -0.140
C -3.827 0.528 -0.725 -0.044 -0.057 0.054 -0.073
C -1.243 -1.148 4.753 0.075 -0.016 -0.047 -0.350
C -0.859 3.287 -3.040 -0.016 0.002 -0.018 0.015
H -2.960 0.788 -1.315 -0.007 0.006 0.013 0.057
H -0.791 -0.857 10.129 -0.003 -0.002 0.004 0.121
C -3.077 0.409 5.633 -0.031 -0.021 0.001 -0.040
H 4.024 0.031 0.756 0.000 -0.013 0.002 0.146
H -3.366 1.143 4.878 0.007 0.009 -0.005 0.091
C 0.355 3.346 6.690 0.003 -0.002 -0.008 -0.029
H 1.139 -2.675 -5.457 0.003 -0.006 0.005 0.114
H 4.105 -0.613 -1.891 0.000 -0.001 -0.008 0.148
C -0.313 4.214 -2.198 0.014 0.000 0.027 -0.016
C -3.517 -1.849 4.645 -0.010 -0.001 0.028 -0.047
C -1.951 -4.015 -2.740 0.006 0.017 -0.001 -0.073
Sb 0.296 0.205 5.234 0.044 0.017 0.108 1.791
N -1.218 -4.141 -3.830 -0.029 -0.033 0.000 0.161
C -5.074 0.942 -1.115 0.019 0.002 -0.021 0.026
H -5.222 1.515 -2.021 0.002 0.002 -0.002 0.137
Ir -0.499 -0.430 -0.604 0.085 -0.024 -0.085 1.139
H 3.492 -0.156 6.211 0.008 0.004 0.009 0.085
C -1.783 -3.316 3.849 -0.001 0.002 0.011 -0.079
C -1.022 2.047 3.353 0.022 0.017 -0.005 -0.163
C 0.159 3.817 -0.936 -0.011 -0.004 -0.011 -0.044
N -1.523 1.010 -3.428 -0.008 0.059 -0.006 0.164
H -1.980 5.276 3.170 0.001 0.004 -0.002 0.121
N 0.486 -3.376 -5.158 -0.012 0.026 0.003 0.172
C -0.942 1.942 -2.633 -0.001 -0.075 -0.035 -0.370
C -0.238 -0.456 8.099 0.013 -0.019 0.018 -0.109
H -2.719 -4.760 -2.575 -0.001 -0.003 0.001 0.129
C -0.291 3.270 5.335 -0.020 -0.016 0.014 -0.277
C 2.374 -0.624 -0.483 -0.002 0.022 0.063 -0.646
H -4.701 -1.188 2.099 0.006 -0.002 0.005 0.097
H 1.425 -0.217 11.026 -0.001 0.000 0.004 0.125
C -1.527 4.373 3.558 -0.004 -0.003 -0.014 -0.036
C -4.819 -0.581 1.211 -0.002 0.028 -0.049 -0.064
C 1.236 -0.163 9.962 -0.010 -0.006 0.009 -0.026
H 0.211 -2.570 4.027 -0.002 -0.005 0.001 0.095
N -0.486 1.565 -1.426 0.041 0.011 0.085 -0.078
```
Positions in Å, forces in eV/Å.

2S+1 = 6
charge = +3
highest occupied orbital energy (spin up / spin down) = -15.302 / -15.527 eV
HOMO-LUMO gap (spin up / spin down) = 8.54 / 5.51 eV

| no. | calculated total energy (eV) | largest force on an atom (hartree/bohr) |
| --- | --- | --- |
| 1 | -121524.0265 | 0.0265 |
| 2 | -103283.3715 | 0.2166 |
| 3 | -78441.6942 | 0.0028 |